i) C8H13N2 | ωB97M-V/def2-TZVPD

Each line ends with the Mulliken charge.
Element x y z (Å)
C  0.286  0.267  0.752  0.45
C  -0.534  1.281  0.897  -0.10
C  1.287  -0.304  1.703  -0.68
C  -1.441  2.158  1.228  -0.89
C  -0.657  -1.280  -0.978  -0.64
C  -1.205  -0.915  -2.451  -0.38
C  0.413  0.558  -1.875  -0.66
C  0.476  -0.354  -0.674  0.08
N  -0.495  0.227  -2.766  -0.15
N  1.210  0.042  3.025  -0.57
H  1.250  -1.400  1.397  0.38
H  2.411  -0.055  1.336  0.27
H  -0.990  3.231  1.276  0.22
H  -2.480  2.046  1.407  0.32
H  -1.447  -1.408  -0.189  0.38
H  -0.247  -2.289  -1.085  0.34
H  -1.085  -1.639  -3.172  0.36
H  -2.305  -0.635  -2.505  0.28
H  0.497  1.579  -1.568  0.49
H  1.471  0.370  -2.236  0.35
H  1.369  -0.970  -0.589  0.68
H  0.306  0.020  3.529  0.22
H  1.909  -0.530  3.537  0.26

Properties
**Charge**: +1
**Gap between HOMO and LUMO (alpha / beta)**: 4.23 / 5.59 eV
**Molar mass**: 137.2 g mol⁻¹
**HOMO (alpha / beta)**: -12.2 / -12.5 eV

***

ii) C8H13N2 | ωB97M-V/def2-TZVPD

Each line ends with the Mulliken charge.
Element x y z (Å)
C  0.887  -1.496  -0.395  -0.38
C  0.615  -2.389  0.362  -0.16
C  1.247  -0.538  -1.432  -0.70
C  -0.824  0.872  -1.015  -0.88
C  -0.260  0.072  1.003  -0.53
C  0.706  0.878  -0.916  -0.01
C  0.861  0.941  0.544  -0.47
C  -2.597  -0.280  0.331  -0.98
N  -1.208  0.153  0.209  0.21
N  2.136  0.756  1.096  -0.55
H  2.336  -0.524  -1.399  0.34
H  0.713  -0.796  -2.317  0.42
H  -1.265  1.848  -1.111  0.44
H  -1.083  0.266  -1.820  0.48
H  -0.195  -0.455  2.030  0.51
H  1.041  1.694  -1.685  0.30
H  0.525  1.840  0.869  0.80
H  -2.543  -1.066  1.007  0.43
H  -3.243  0.474  0.817  0.33
H  -2.975  -0.601  -0.582  0.35
H  2.321  -0.166  1.514  0.29
H  0.581  -3.051  1.176  0.45
H  2.222  1.571  1.715  0.31

Properties
**Charge**: +1
**Gap between HOMO and LUMO**: 10.02 eV
**SMILES**: C#CC[C@H]1C[N+](C)=C[C@H]1N
**Molar mass**: 137.2 g mol⁻¹
**HOMO**: -13.5 eV

***

What should be chosen as the most stable of them? Choose ii).

***

i) CH9NO3 | ωB97M-V/def2-TZVPD

Each line ends with the Mulliken charge.
Element x y z (Å)
C  -2.685  -2.124  -0.584  -0.21
N  -3.089  -0.970  -0.223  -0.47
H  -1.628  -2.389  -0.684  0.23
H  -3.432  -2.993  -0.682  0.21
H  -3.691  -0.515  -0.899  0.24
H  4.719  -4.240  1.925  0.32
H  4.759  -5.582  1.019  0.32
O  4.505  -4.662  1.094  -0.64
H  -0.637  1.513  1.176  0.32
H  0.614  2.371  1.436  0.32
O  0.126  1.939  0.728  -0.65
H  0.155  5.294  -0.940  0.31
H  0.218  6.640  -1.561  0.32
O  0.065  5.718  -1.804  -0.63

Properties
**Gap between HOMO and LUMO**: 9.32 eV
**SMILES**: C=N.O.O.O
**Molar mass**: 83.1 g mol⁻¹
**HOMO**: -8.8 eV

***

ii) CH9NO3 | ωB97M-V/def2-TZVPD

Each line ends with the Mulliken charge.
Element x y z (Å)
N  -0.282  0.462  -2.027  -0.52
C  0.029  -0.684  -1.212  0.02
O  -0.590  -1.902  -1.586  -0.53
H  0.486  0.806  -2.577  0.23
H  -1.073  0.351  -2.653  0.21
H  1.121  -0.713  -1.106  0.26
H  -0.410  -0.453  -0.227  -0.02
H  -0.866  -2.329  -0.793  0.35
H  0.965  1.678  0.813  0.29
H  1.231  2.901  1.552  0.31
O  0.642  2.139  1.581  -0.60
H  -0.228  -0.162  2.253  0.32
H  -0.830  -1.396  2.941  0.31
O  -0.196  -0.698  3.041  -0.62

Properties
**Gap between HOMO and LUMO**: 10.13 eV
**SMILES**: NCO.O.O
**Molar mass**: 83.1 g mol⁻¹
**HOMO**: -9.6 eV

***

What should be chosen as the most stable of them? Choose ii).

***

i) H2KO | ωB97M-V/def2-TZVPD

Each line ends with the Mulliken charge.
Element x y z (Å)
O  -0.245  -0.345  -0.420  -0.68
H  -0.430  0.180  0.391  0.33
H  -0.130  -1.267  -0.099  0.37
K  0.805  1.432  0.128  0.97

Properties
**Charge**: +1
**Gap between HOMO and LUMO**: 13.10 eV
**Molar mass**: 57.1 g mol⁻¹
**HOMO**: -17.7 eV

***

ii) H2KO | ωB97M-V/def2-TZVPD

Each line ends with the Mulliken charge.
Element x y z (Å)
O  0.565  -0.497  0.317  -0.66
H  1.312  -0.636  0.943  0.33
H  0.391  -1.387  -0.063  0.34
K  -2.267  2.520  -1.197  0.99

Properties
**Charge**: +1
**Gap between HOMO and LUMO**: 10.21 eV
**Molar mass**: 57.1 g mol⁻¹
**HOMO**: -14.7 eV

***

What should be chosen as the most stable of them? Choose ii).

***

i) C18H28O14Rb4 | ωB97M-V/def2-TZVPD

Each line ends with the Mulliken charge.
Element x y z (Å)
Rb  -33.065  -22.232  6.990  1.01
Rb  -29.663  -24.675  6.726  1.03
Rb  -29.823  -21.798  3.764  1.00
Rb  -34.901  -18.480  8.387  0.99
O  -32.307  -19.421  7.447  -1.00
C  -30.973  -19.368  7.029  0.48
C  -30.019  -20.614  7.436  0.76
O  -30.064  -21.794  6.680  -1.07
H  -30.734  -18.413  7.498  -0.33
H  -30.840  -19.189  5.963  0.08
H  -30.054  -20.850  8.500  -0.48
H  -28.977  -20.298  7.492  -0.51
C  -26.989  -18.400  8.012  -0.55
C  -26.150  -18.685  6.915  0.31
C  -25.539  -20.068  6.820  -0.11
O  -25.879  -20.490  5.619  -0.30
C  -26.638  -19.708  5.009  0.67
O  -27.125  -19.939  3.919  -0.70
O  -26.952  -18.649  5.727  -0.31
H  -27.814  -17.815  7.607  0.00
H  -26.670  -17.827  8.882  0.55
H  -27.425  -19.289  8.469  -0.42
H  -25.398  -17.940  6.657  0.53
H  -26.031  -20.702  7.558  -0.04
H  -24.496  -20.172  7.118  0.37
C  -31.078  -19.277  11.653  -1.21
C  -30.055  -18.170  11.336  1.43
C  -30.787  -16.952  10.792  0.27
O  -30.189  -15.879  11.418  -0.33
C  -29.191  -16.289  12.221  0.56
O  -28.507  -15.625  12.990  -0.56
O  -29.310  -17.609  12.353  -0.43
H  -32.101  -18.903  11.623  0.32
H  -30.893  -19.817  12.582  0.39
H  -30.969  -20.077  10.920  0.14
H  -29.403  -18.522  10.537  -0.50
H  -31.840  -16.974  11.074  0.33
H  -30.751  -16.763  9.719  -0.31
C  -30.149  -14.905  7.818  -1.02
C  -30.456  -14.181  6.453  0.31
C  -30.227  -15.149  5.321  -0.20
O  -31.479  -15.717  5.103  -0.32
C  -32.444  -14.937  5.567  0.71
O  -33.600  -15.269  5.585  -0.58
O  -31.809  -13.863  6.063  -0.42
H  -29.070  -14.956  7.966  0.41
H  -30.703  -15.841  7.744  -0.01
H  -30.615  -14.313  8.606  0.39
H  -29.767  -13.337  6.472  0.45
H  -29.763  -16.062  5.695  -0.04
H  -29.784  -14.835  4.376  0.26
C  -28.127  -21.491  10.620  -0.50
C  -27.241  -22.721  11.129  0.05
C  -27.830  -23.585  12.231  -0.44
O  -27.834  -24.804  11.785  -0.29
C  -27.492  -24.779  10.426  0.62
O  -27.385  -25.653  9.578  -0.62
O  -27.339  -23.587  9.994  -0.28
H  -28.045  -20.598  11.240  0.45
H  -29.178  -21.722  10.446  0.23
H  -27.578  -21.171  9.735  -0.28
H  -26.158  -22.593  11.130  0.43
H  -28.803  -23.246  12.587  0.29
H  -27.193  -23.382  13.091  0.34

Properties
**Charge**: +2
**Gap between HOMO and LUMO**: 5.84 eV
**Molar mass**: 810.3 g mol⁻¹
**HOMO**: -12.1 eV

***

ii) C18H28O14Rb4 | ωB97M-V/def2-TZVPD

Each line ends with the Mulliken charge.
Element x y z (Å)
Rb  41.100  -9.914  -17.413  0.95
Rb  42.315  -4.527  -21.362  0.92
Rb  37.165  -5.480  -13.873  0.90
Rb  39.386  -0.115  -15.295  0.92
O  39.192  -6.279  -19.276  -0.95
C  37.876  -5.752  -19.297  -0.30
C  37.749  -4.160  -18.940  0.01
O  37.593  -3.580  -17.680  -0.94
H  37.180  -6.501  -18.920  0.22
H  37.502  -5.739  -20.320  0.15
H  36.816  -3.764  -19.340  0.08
H  38.584  -3.596  -19.355  0.04
C  31.134  -5.008  -15.128  -1.30
C  31.556  -6.128  -16.091  0.65
C  32.556  -6.088  -17.152  -0.44
O  33.161  -7.325  -17.242  -0.25
C  32.824  -7.971  -16.171  0.60
O  33.124  -9.160  -16.000  -0.60
O  31.958  -7.271  -15.368  -0.36
H  31.937  -4.274  -15.067  0.29
H  30.901  -5.127  -14.070  0.36
H  30.282  -4.464  -15.536  0.33
H  30.617  -6.297  -16.617  0.15
H  33.449  -5.521  -16.888  0.31
H  32.092  -5.787  -18.092  0.27
C  32.561  -1.103  -19.922  -1.29
C  33.712  -0.102  -19.576  0.35
C  34.843  0.011  -20.510  -0.44
O  34.314  0.830  -21.532  -0.35
C  33.478  1.703  -20.980  0.62
O  33.102  2.788  -21.392  -0.54
O  33.217  1.228  -19.728  -0.39
H  33.092  -2.039  -20.098  0.35
H  32.007  -0.950  -20.848  0.34
H  32.004  -1.186  -18.989  0.33
H  34.176  -0.411  -18.640  0.37
H  34.934  -0.879  -21.132  0.35
H  35.622  0.443  -19.882  0.29
C  42.936  1.838  -23.676  -1.49
C  42.157  0.588  -23.645  0.62
C  40.974  0.473  -22.621  -0.26
O  39.979  0.064  -23.497  -0.35
C  40.292  -0.011  -24.820  0.72
O  39.648  -0.309  -25.802  -0.57
O  41.483  0.330  -24.904  -0.36
H  43.839  1.755  -24.281  0.37
H  43.251  2.170  -22.687  0.36
H  42.538  2.729  -24.162  0.37
H  42.827  -0.233  -23.394  0.13
H  40.590  1.289  -22.008  0.28
H  41.186  -0.349  -21.936  0.15
C  36.051  -10.879  -21.340  -1.21
C  37.034  -11.423  -22.493  0.26
C  38.197  -10.374  -22.825  -0.31
O  39.278  -11.217  -22.809  -0.36
C  39.010  -12.496  -22.454  0.71
O  39.730  -13.479  -22.615  -0.60
O  37.801  -12.562  -22.155  -0.32
H  35.259  -11.616  -21.211  0.31
H  35.678  -9.855  -21.346  0.37
H  36.714  -10.880  -20.475  0.31
H  36.640  -11.556  -23.501  0.34
H  38.443  -9.709  -21.998  0.23
H  38.071  -9.889  -23.793  0.27

Properties
**Charge**: +2
**Gap between HOMO and LUMO**: 3.21 eV
**Molar mass**: 810.3 g mol⁻¹
**HOMO**: -8.9 eV

***

What should be chosen as the most stable of them? Choose i).